# 1
ORCA calculation (the ωB97M-V functional and the def2-TZVPD basis) on C25H44IrOP2 as an isolated structure in a non-equilibrium geometry.

Calculated values
- HOMO-LUMO gap (spin up / spin down): 0.13480 / 0.21236 Eh
- HOMO level (spin up / spin down): -7.8428 / -10.1084 eV
- LUMO (spin up / spin down): -4.2 / -4.3 eV
- ΔE to the lowest compared entry with this formula, charge and spin: 1.753 eV
- Energy: -1840.74386 hartree
- <S²>: 6.027
- Maximum force: 0.09131 hartree/bohr

```
! wB97M-V def2-TZVPD RIJCOSX def2/J DEFGRID3
* xyz 1 5
Ir 2.262 -1.055 0.493
C -0.693 -1.192 2.043
C -0.326 -2.272 1.228
C 1.593 -1.545 2.390
C 0.429 -0.710 2.725
C 1.097 -2.525 1.384
C -2.079 -0.670 2.270
H -2.788 -1.132 1.579
H -2.123 0.415 2.119
H -2.437 -0.831 3.295
C 0.415 0.362 3.739
H -0.173 0.074 4.625
H -0.047 1.280 3.340
H 1.428 0.606 4.074
C 2.708 -1.882 3.316
H 2.772 -1.108 4.085
H 3.654 -1.957 2.763
H 2.511 -2.846 3.801
C 1.765 -3.841 1.215
H 1.836 -4.352 2.185
H 2.784 -3.695 0.835
H 1.200 -4.464 0.519
C -1.256 -3.119 0.457
H -1.760 -3.862 1.092
H -0.742 -3.679 -0.326
H -2.044 -2.506 -0.004
C -2.747 2.818 0.721
C -3.998 2.933 -0.006
C -4.379 1.886 -0.956
C -3.211 1.548 -1.923
C -2.040 1.001 -1.102
C -1.723 1.842 0.105
C -0.640 2.917 0.043
C -1.645 3.919 0.636
H -5.262 2.181 -1.554
H -2.925 2.459 -2.465
H -4.625 0.961 -0.386
H -1.863 4.761 -0.040
H -2.948 2.546 1.782
H -4.777 3.582 0.416
H -1.340 4.279 1.622
H 0.189 2.650 0.717
H -1.316 1.155 0.864
H -0.233 3.118 -0.943
H -3.509 0.827 -2.696
H -2.319 -0.012 -0.744
P -0.335 0.562 -2.058
C -0.369 2.100 -3.117
C -0.955 -0.554 -3.389
P 2.250 -1.178 -1.583
C 1.514 0.415 -2.196
C 1.167 -2.544 -2.129
C 3.783 -1.481 -2.509
H 0.588 2.625 -3.036
H -1.174 2.803 -2.885
H -0.509 1.793 -4.160
H -0.438 -0.292 -4.320
H -2.030 -0.436 -3.551
H -0.769 -1.604 -3.171
H 3.673 -1.110 -3.534
H 3.952 -2.566 -2.519
H 4.606 -0.965 -2.003
H 1.946 1.220 -1.573
H 1.855 0.599 -3.228
H 1.701 -3.490 -2.005
H 0.899 -2.423 -3.184
H 0.267 -2.564 -1.501
C 3.132 1.481 1.806
C 3.290 0.661 0.567
O 3.989 1.022 -0.387
H 3.591 2.462 1.612
H 3.631 0.995 2.664
H 2.068 1.606 2.060
*
```

Results of the Löwdin charge analysis, in e, for atoms 1 through 5: 1.041, -0.210, -0.222, -0.454, -0.222



# 2
ORCA calculation (the ωB97M-V functional and the def2-TZVPD basis) on C25H45AlBCl3F10MgNO10S as an isolated structure in a non-equilibrium geometry.

Calculated values
- HOMO-LUMO gap: 0.05933 Eh
- HOMO level: -9.4038 eV
- LUMO: -7.8 eV
- ΔE to the lowest compared entry with this formula, charge and spin: 0.834 eV
- Energy: -5030.83517 hartree
- Maximum force: 0.08838 hartree/bohr

```
! wB97M-V def2-TZVPD RIJCOSX def2/J DEFGRID3
* xyz 1 1
C 8.077 0.667 0.986
C 7.589 0.824 -0.490
C 6.051 0.804 -0.521
C 5.456 1.455 -1.794
C 3.909 1.570 -1.628
C 3.161 1.767 -2.942
C 1.697 2.226 -2.722
B 1.081 1.450 -1.468
C 0.744 -0.073 -1.677
C 1.272 -1.025 -0.568
C 0.773 -2.459 -0.925
C 1.504 -3.579 -0.165
O 0.681 -4.007 0.937
C 1.053 -3.284 2.024
O 0.273 -2.717 2.653
C 0.890 2.245 -0.071
F 1.027 3.577 -0.223
F 1.961 1.877 0.700
C -0.387 1.911 0.760
F -0.010 1.096 1.736
F -1.338 1.314 0.067
C -1.039 3.123 1.480
F -0.175 3.792 2.208
F -1.881 2.594 2.359
C -1.896 4.036 0.560
F -1.619 3.913 -0.726
F -3.139 3.676 0.700
F -1.844 5.288 0.881
H 8.307 1.633 1.442
H 7.293 0.165 1.547
H 8.954 0.042 1.056
H 8.058 0.030 -1.066
H 7.949 1.793 -0.892
H 5.667 -0.204 -0.386
H 5.708 1.409 0.358
H 5.669 0.820 -2.653
H 5.932 2.463 -1.911
H 3.764 2.450 -0.981
H 3.634 0.647 -1.115
H 3.684 2.437 -3.626
H 3.116 0.793 -3.443
H 1.116 1.878 -3.588
H 1.563 3.305 -2.685
H 1.167 -0.425 -2.624
H -0.346 -0.179 -1.758
H 2.365 -0.988 -0.558
H 0.837 -0.794 0.405
H 0.922 -2.547 -2.008
H -0.324 -2.481 -0.778
H 1.682 -4.401 -0.856
H 2.469 -3.182 0.165
H 2.109 -3.206 2.311
Cl -3.066 5.098 -2.067
Al 6.215 3.414 -0.211
O -7.404 1.420 0.311
S -6.070 1.961 0.551
O -5.254 0.940 1.203
O -6.137 3.138 1.413
O -5.475 2.348 -0.728
F 3.487 4.620 -2.991
O 8.749 -1.144 2.996
H 9.689 -1.330 2.900
H 8.543 -1.450 3.885
Mg 4.787 6.021 -3.915
O -11.622 -3.065 2.005
C -11.023 -2.061 2.243
O -9.718 -1.980 1.931
C -8.957 -0.771 2.006
C -8.431 -0.538 3.407
C -11.683 -0.912 2.970
H -9.530 0.075 1.628
H -8.118 -0.904 1.325
H -9.241 -0.417 4.126
H -7.806 0.355 3.439
H -7.839 -1.393 3.736
H -11.664 -1.113 4.041
H -12.715 -0.846 2.636
H -11.228 0.056 2.774
Cl -0.977 -7.531 -2.231
C -1.148 -6.842 -0.596
C -2.216 -5.782 -0.532
Cl -1.759 -4.313 -1.431
H -0.180 -6.448 -0.294
H -1.405 -7.664 0.069
H -2.376 -5.483 0.503
H -3.161 -6.140 -0.931
C 3.009 -5.838 3.842
O 3.165 -5.691 2.430
H 3.756 -5.222 4.336
H 2.012 -5.510 4.149
H 3.158 -6.881 4.131
H 2.499 -6.241 2.011
C -0.021 6.497 -5.734
C 1.043 7.289 -6.318
N 1.883 7.914 -6.780
H -0.969 6.679 -6.237
H 0.191 5.432 -5.808
H -0.156 6.734 -4.681
*
```

Results of the Löwdin charge analysis, in e, for atoms 1 through 5: -0.100, -0.264, -0.295, -0.260, -0.203



# 3
ORCA calculation (the ωB97M-V functional and the def2-TZVPD basis) on C25H45As2CaN4O3S3SeSi2 as an isolated structure in a non-equilibrium geometry.

Calculated values
- HOMO-LUMO gap: 0.20583 Eh
- HOMO level: -3.9198 eV
- LUMO: 1.7 eV
- ΔE to the lowest compared entry with this formula, charge and spin: 1.429 eV
- Energy: -10748.74482 hartree
- Maximum force: 0.05185 hartree/bohr

```
! wB97M-V def2-TZVPD RIJCOSX def2/J DEFGRID3
* xyz -1 1
Ca 1.436 -1.479 -0.589
C 1.415 5.512 -1.280
O 2.760 5.091 -1.349
C 2.996 3.754 -1.245
C 4.351 3.386 -1.211
C 4.671 2.064 -1.045
C 3.691 1.069 -0.912
C 4.043 -0.287 -0.526
C 5.265 -0.943 -1.111
O 3.327 -0.943 0.242
C 2.306 1.421 -1.039
O 1.368 0.545 -1.084
C 2.007 2.805 -1.173
H 1.435 6.599 -1.327
H 0.944 5.198 -0.344
H 0.830 5.127 -2.122
H 5.107 4.157 -1.273
H 5.716 1.793 -0.950
H 6.070 -0.248 -1.337
H 4.936 -1.407 -2.045
H 5.613 -1.734 -0.449
H 0.963 3.080 -1.159
C -0.129 0.908 4.555
Si 0.813 0.735 2.896
C 2.644 0.480 3.351
C 0.703 2.480 2.150
As -0.200 -0.868 1.557
Si -0.162 -2.647 3.075
C -1.816 -2.653 4.047
C -0.085 -4.352 2.238
C 1.196 -2.714 4.412
H 0.292 1.698 5.184
H -0.103 -0.024 5.123
H -1.176 1.148 4.358
H 3.119 1.409 3.677
H 3.194 0.109 2.484
H 2.755 -0.254 4.152
H 0.973 3.253 2.873
H -0.310 2.682 1.797
H 1.379 2.566 1.300
H -2.658 -2.760 3.358
H -1.945 -1.707 4.579
H -1.867 -3.466 4.776
H -0.984 -4.562 1.657
H 0.034 -5.153 2.972
H 0.763 -4.399 1.552
H 1.178 -1.833 5.057
H 2.181 -2.768 3.944
H 1.074 -3.596 5.045
Se 2.893 -3.928 -0.466
C 1.781 -5.064 -1.297
N 1.087 -5.827 -1.828
C -0.760 -0.215 -5.542
As -0.256 -0.276 -3.645
C -1.859 -1.060 -2.899
C -0.406 1.617 -3.260
S 1.489 -1.398 -3.593
H -1.671 0.368 -5.688
H -0.912 -1.230 -5.906
H 0.055 0.244 -6.101
H -2.710 -0.633 -3.432
H -1.922 -0.815 -1.844
H -1.836 -2.139 -3.028
H -1.325 1.970 -3.730
H 0.455 2.145 -3.664
H -0.461 1.750 -2.186
S -2.161 1.086 0.062
C -3.446 2.063 -0.213
N -4.673 1.658 -0.680
C -5.522 2.727 -1.172
C -5.297 3.881 -0.211
S -3.520 3.779 0.201
H -4.658 0.792 -1.199
H -6.564 2.403 -1.174
H -5.243 3.031 -2.189
H -5.861 3.758 0.713
H -5.517 4.851 -0.650
N -2.388 -2.731 0.119
C -3.447 -3.555 0.002
C -3.063 -4.577 -0.837
C -1.727 -4.279 -1.172
N -1.337 -3.160 -0.583
H -2.272 -1.892 0.684
H -4.372 -3.365 0.520
H -3.648 -5.420 -1.160
H -1.043 -4.834 -1.794
*
```

Results of the Löwdin charge analysis, in e, for atoms 1 through 5: 0.760, -0.087, -0.079, -0.283, -0.029



# 4
ORCA calculation (the ωB97M-V functional and the def2-TZVPD basis) on C25H45As2CaN4O3S3SeSi2 as an isolated structure in a non-equilibrium geometry.

Calculated values
- HOMO-LUMO gap: 0.21112 Eh
- HOMO level: -4.1759 eV
- LUMO: 1.6 eV
- ΔE to the lowest compared entry with this formula, charge and spin: 1.743 eV
- Energy: -10748.73326 hartree
- Maximum force: 0.04726 hartree/bohr

```
! wB97M-V def2-TZVPD RIJCOSX def2/J DEFGRID3
* xyz -1 1
Ca 0.264 0.444 -0.136
C 1.182 7.233 -1.167
O 2.482 6.661 -1.266
C 2.566 5.322 -1.144
C 3.881 4.800 -1.156
C 4.055 3.459 -1.005
C 2.971 2.571 -0.793
C 3.208 1.167 -0.554
C 4.482 0.530 -1.050
O 2.385 0.419 0.021
C 1.634 3.099 -0.824
O 0.584 2.364 -0.711
C 1.479 4.496 -1.014
H 1.321 8.308 -1.211
H 0.704 6.963 -0.224
H 0.544 6.915 -1.994
H 4.716 5.478 -1.275
H 5.066 3.074 -0.999
H 5.371 1.071 -0.726
H 4.463 0.523 -2.142
H 4.526 -0.494 -0.689
H 0.459 4.855 -1.037
C -0.746 2.406 4.942
Si -0.021 2.126 3.223
C 1.801 1.717 3.471
C -0.114 3.787 2.344
As -1.319 0.570 2.082
Si -0.967 -1.294 3.428
C -2.546 -1.540 4.427
C -0.728 -2.881 2.455
C 0.399 -1.287 4.728
H -0.209 3.185 5.498
H -0.726 1.484 5.534
H -1.794 2.708 4.843
H 2.343 2.561 3.916
H 2.274 1.478 2.512
H 1.921 0.849 4.124
H -0.152 4.614 3.061
H -1.010 3.832 1.716
H 0.752 3.936 1.692
H -3.407 -1.631 3.754
H -2.719 -0.660 5.056
H -2.506 -2.428 5.071
H -1.569 -3.029 1.772
H -0.657 -3.754 3.117
H 0.187 -2.827 1.855
H 0.355 -0.382 5.342
H 1.395 -1.335 4.273
H 0.282 -2.153 5.390
Se -3.873 2.539 -1.018
C -5.695 2.566 -0.998
N -6.859 2.586 -0.991
C -0.705 -2.591 -3.444
As -0.962 -0.842 -4.225
C -1.222 -1.352 -6.077
C -2.667 -0.062 -3.797
S 0.735 0.343 -4.014
H -1.568 -3.228 -3.643
H -0.540 -2.498 -2.375
H 0.184 -2.985 -3.927
H -2.027 -2.087 -6.149
H -0.297 -1.771 -6.463
H -1.483 -0.468 -6.654
H -3.389 -0.841 -3.554
H -2.985 0.487 -4.679
H -2.581 0.632 -2.964
S 2.253 -2.714 -0.111
C 1.897 -4.283 -0.439
N 2.015 -4.873 -1.643
C 1.421 -6.190 -1.807
C 1.500 -6.833 -0.431
S 1.314 -5.448 0.735
H 2.185 -4.271 -2.433
H 1.976 -6.762 -2.548
H 0.381 -6.113 -2.135
H 2.468 -7.301 -0.260
H 0.708 -7.557 -0.263
N -3.330 -0.756 -0.412
C -4.244 -1.530 0.181
C -3.815 -2.835 0.042
C -2.604 -2.726 -0.661
N -2.314 -1.455 -0.936
H -3.375 0.270 -0.497
H -5.125 -1.107 0.638
H -4.302 -3.733 0.391
H -1.938 -3.519 -0.973
*
```

Results of the Löwdin charge analysis, in e, for atoms 1 through 5: 1.028, -0.073, -0.072, -0.286, -0.022



# 5
ORCA calculation (the ωB97M-V functional and the def2-TZVPD basis) on C25H45B2Cl2F8IN5O7S2 as an isolated structure in a non-equilibrium geometry.

Calculated values
- HOMO-LUMO gap: 0.26711 Eh
- HOMO level: -10.7652 eV
- LUMO: -3.5 eV
- Energy: -4642.92952 hartree
- Maximum force: 0.03523 hartree/bohr

```
! wB97M-V def2-TZVPD RIJCOSX def2/J DEFGRID3
* xyz 1 1
C 4.025 2.770 -0.655
C 3.245 2.351 -1.906
S 3.072 0.544 -1.852
C 1.661 0.209 -2.920
C 0.187 0.121 -2.471
N -0.609 1.462 -2.564
S -1.343 1.604 -4.202
O -2.342 0.611 -4.373
O -1.631 2.987 -4.383
C 0.001 1.268 -5.500
F -0.681 1.450 -6.579
F 0.941 2.153 -5.396
F 0.472 0.057 -5.468
C -1.495 1.703 -1.330
B -1.005 3.114 -0.677
N -1.624 3.670 0.456
O -0.097 3.839 -1.456
C -3.009 2.014 -1.651
C -3.351 3.423 -2.130
F -3.688 1.857 -0.449
C -1.133 0.449 -0.416
I 0.789 1.333 0.456
C -1.985 0.107 0.834
Cl -1.402 0.470 2.427
C -3.220 -0.466 0.835
C -4.092 -0.855 -0.314
Cl -4.019 -0.822 2.306
C -0.379 -0.685 -1.252
B 0.714 -1.547 -0.379
C 0.520 -2.041 1.099
O 1.772 -1.966 -1.118
C -1.300 -1.800 -1.818
F -2.347 -1.280 -2.531
F -1.821 -2.479 -0.756
C -0.715 -2.911 -2.762
F 0.365 -2.478 -3.455
F -0.363 -3.985 -2.028
H 3.805 2.087 0.168
H 3.747 3.771 -0.336
H 5.096 2.693 -0.828
H 3.828 2.596 -2.791
H 2.279 2.850 -1.951
H 1.901 -0.685 -3.478
H 1.705 1.008 -3.660
H -0.245 -0.416 -3.310
H 0.127 2.191 -2.598
H -2.043 3.049 1.134
H -1.048 4.362 0.917
H -0.475 4.639 -1.838
H -3.445 1.285 -2.333
H -4.251 3.365 -2.742
H -3.596 4.036 -1.267
H -2.601 3.920 -2.725
H -5.118 -0.596 -0.054
H -4.088 -1.930 -0.469
H -3.864 -0.342 -1.228
H -0.490 -2.394 1.303
H 1.193 -2.880 1.284
H 0.745 -1.287 1.848
H 2.534 -2.184 -0.562
H -1.499 -3.195 -3.466
C 6.387 0.117 0.933
O 5.782 -0.628 0.181
N 7.721 0.134 1.071
C 8.394 1.040 1.981
C 8.511 -0.796 0.277
H 5.877 0.855 1.576
H 9.081 1.690 1.438
H 8.960 0.482 2.729
H 7.659 1.658 2.492
H 8.346 -0.624 -0.786
H 8.226 -1.823 0.500
H 9.563 -0.653 0.508
C -3.660 -7.717 0.635
O -2.561 -8.227 0.588
N -3.881 -6.391 0.498
C -5.206 -5.814 0.558
C -2.731 -5.533 0.282
H -4.583 -8.298 0.796
H -5.451 -5.305 -0.378
H -5.279 -5.094 1.376
H -5.939 -6.601 0.724
H -2.201 -5.827 -0.625
H -2.034 -5.617 1.117
H -3.065 -4.502 0.191
C -0.191 3.445 5.795
O 0.885 2.985 5.464
N -1.245 2.705 6.187
C -2.520 3.297 6.540
C -1.085 1.262 6.249
H -0.402 4.529 5.786
H -2.783 3.060 7.572
H -3.312 2.925 5.886
H -2.461 4.378 6.436
H -0.299 0.996 6.956
H -0.795 0.884 5.270
H -2.023 0.809 6.559
*
```

Results of the Löwdin charge analysis, in e, for atoms 1 through 5: -0.170, -0.529, 0.871, -0.422, -0.231